(1)
# C32H68N4O13Pt

C32H68N4O13Pt as an isolated structure at a distorted geometry (ωB97M-V with the def2-TZVPD basis set, the OMol25 dataset).

## Properties
calculated total energy = -2576.127451 hartree
multiplicity = 3
HOMO (spin up / spin down) = -6.544 / -6.528 eV
LUMO energy (spin up / spin down) = -0.43 / -0.44 eV
gap between HOMO and LUMO (spin up / spin down) = 6.12 / 6.09 eV
<S²> = 2.0040

Element x y z (Å)
1 Pt 1.00 -0.48 1.43
2 C 0.42 1.88 -2.20
3 C 0.42 1.16 -0.95
4 C -1.00 1.01 -0.22
5 O -0.99 0.27 0.79
6 C -2.08 1.78 -0.69
7 C -1.97 2.50 -1.86
8 C -0.70 2.43 -2.71
9 O -0.59 2.82 -3.92
10 O -2.92 3.28 -2.13
11 O 1.36 0.62 -0.36
12 H 1.37 1.85 -2.71
13 H -2.95 1.94 -0.08
14 C 2.46 -1.22 -4.21
15 C 3.43 -0.64 -3.22
16 O 3.18 -1.01 -1.91
17 H 2.70 -1.13 -5.27
18 H 1.45 -0.84 -4.09
19 H 2.41 -2.28 -3.96
20 H 3.36 0.45 -3.19
21 H 4.46 -0.93 -3.45
22 H 2.43 -0.49 -1.61
23 C 2.96 -3.08 0.78
24 O 2.82 -1.69 1.09
25 C 4.06 -0.98 1.31
26 C 3.88 0.55 1.55
27 N 2.70 0.68 2.42
28 C 2.23 2.09 2.52
29 C 1.10 1.98 3.55
30 O 0.18 0.97 3.12
31 C -1.02 1.08 3.84
32 H 3.38 -3.22 -0.21
33 H 2.03 -3.63 0.93
34 H 3.65 -3.61 1.44
35 H 4.72 -1.15 0.46
36 H 4.58 -1.41 2.16
37 H 3.88 1.11 0.61
38 H 4.75 0.91 2.09
39 H 3.10 0.35 3.29
40 H 1.77 2.37 1.58
41 H 2.97 2.84 2.78
42 H 0.65 2.96 3.72
43 H 1.50 1.66 4.51
44 H -0.83 0.97 4.90
45 H -1.74 0.35 3.50
46 H -1.48 2.07 3.74
47 C -3.01 4.90 3.18
48 O -1.74 5.30 2.65
49 C -1.18 4.45 1.75
50 C -0.03 5.19 1.10
51 N 1.19 5.19 1.88
52 C 2.39 5.60 1.12
53 C 2.46 7.06 0.58
54 O 2.48 7.95 1.67
55 C 2.51 9.34 1.21
56 H -3.47 5.74 3.70
57 H -2.95 4.02 3.82
58 H -3.77 4.67 2.44
59 H -1.88 4.05 1.01
60 H -0.87 3.55 2.28
61 H -0.36 6.21 0.94
62 H 0.24 4.79 0.12
63 H 0.97 5.96 2.50
64 H 2.77 4.98 0.31
65 H 3.21 5.56 1.84
66 H 1.60 7.29 -0.05
67 H 3.38 7.22 0.03
68 H 1.59 9.64 0.71
69 H 3.34 9.46 0.51
70 H 2.56 10.01 2.06
71 C 0.00 -2.56 -1.20
72 O -0.05 -2.16 0.17
73 C -0.86 -2.99 1.02
74 C -0.81 -2.62 2.53
75 N 0.55 -2.26 2.88
76 C 0.52 -2.12 4.37
77 C 1.93 -2.28 4.94
78 O 2.72 -1.20 4.51
79 C 4.05 -1.32 5.03
80 H 0.38 -3.56 -1.41
81 H 0.57 -1.78 -1.71
82 H -1.03 -2.51 -1.55
83 H -0.64 -4.05 0.88
84 H -1.88 -2.84 0.68
85 H -1.29 -3.49 2.98
86 H -1.46 -1.79 2.80
87 H 1.10 -3.10 2.82
88 H -0.08 -2.95 4.72
89 H 0.11 -1.17 4.71
90 H 2.40 -3.24 4.71
91 H 1.79 -2.30 6.02
92 H 4.73 -0.50 4.81
93 H 4.54 -2.23 4.68
94 H 4.07 -1.41 6.11
95 C -4.18 -1.76 -0.86
96 O -4.53 -2.96 -1.54
97 C -4.19 -2.99 -2.90
98 C -4.48 -4.41 -3.38
99 N -3.97 -4.69 -4.77
100 C -4.30 -6.03 -5.19
101 C -3.92 -6.33 -6.63
102 O -4.86 -5.68 -7.53
103 C -4.70 -5.91 -8.93
104 H -3.12 -1.57 -1.04
105 H -4.44 -1.75 0.20
106 H -4.72 -0.91 -1.27
107 H -3.10 -2.95 -2.97
108 H -4.68 -2.19 -3.46
109 H -5.54 -4.59 -3.26
110 H -4.11 -5.13 -2.64
111 H -2.96 -4.72 -4.65
112 H -5.36 -6.23 -5.04
113 H -3.71 -6.62 -4.49
114 H -4.12 -7.38 -6.82
115 H -2.87 -6.19 -6.90
116 H -3.83 -5.37 -9.31
117 H -5.57 -5.54 -9.48
118 H -4.58 -6.97 -9.14

Atom charges from the Löwdin analysis, given in e for atoms 1 to 8:
1 Pt 1.32
2 C -0.01
3 C -0.30
4 C -0.33
5 O -0.14
6 C -0.02
7 C -0.36
8 C -0.37

(2)
# C32H68N4O28S

A 11-piece molecular cluster, C32H68N4O28S overall at a distorted geometry (ωB97M-V with the def2-TZVPD basis set, the OMol25 dataset).

## Properties
calculated total energy = -3983.652737 hartree
SMILES = C[N+](=O)[O-].C[N+](=O)[O-].C[N+](=O)[O-].C[N+](=O)[O-].O=S1(=O)CCCC1.CCOC(=O)OC.CCOC(=O)OC.CCOC(=O)OC.CCOC(=O)OC.CCOC(=O)OC.CCOC(=O)OC
multiplicity = 1
HOMO = -10.480 eV
LUMO energy = -0.53 eV
gap between HOMO and LUMO = 9.95 eV

Element x y z (Å)
1 C -4.14 -14.22 1.39
2 N -4.26 -15.57 1.97
3 O -4.15 -15.62 3.19
4 O -4.27 -16.56 1.22
5 H -4.64 -14.23 0.44
6 H -3.12 -13.91 1.23
7 H -4.65 -13.59 2.09
8 C 0.01 -22.96 0.96
9 N 0.84 -23.06 -0.29
10 O 0.68 -24.01 -1.03
11 O 1.62 -22.15 -0.49
12 H -0.94 -22.72 0.51
13 H 0.40 -22.23 1.63
14 H -0.09 -23.91 1.50
15 C -1.86 -15.89 -1.41
16 N -2.99 -16.70 -1.85
17 O -2.79 -17.87 -2.08
18 O -4.08 -16.20 -1.93
19 H -1.12 -16.46 -0.87
20 H -2.30 -15.06 -0.91
21 H -1.44 -15.55 -2.36
22 C -7.49 -24.24 0.00
23 N -8.58 -25.24 0.18
24 O -9.53 -25.26 -0.59
25 O -8.45 -26.04 1.09
26 H -6.56 -24.71 0.29
27 H -7.79 -23.41 0.64
28 H -7.55 -23.99 -1.03
29 O -4.95 -22.35 0.66
30 S -4.18 -21.68 -0.35
31 O -2.75 -21.86 -0.34
32 C -4.79 -21.99 -2.06
33 C -5.01 -20.59 -2.66
34 C -5.71 -19.89 -1.51
35 C -4.72 -19.92 -0.33
36 H -5.62 -22.68 -2.20
37 H -3.97 -22.47 -2.65
38 H -4.07 -20.05 -2.96
39 H -5.65 -20.66 -3.55
40 H -6.67 -20.42 -1.33
41 H -5.95 -18.87 -1.82
42 H -5.00 -19.74 0.70
43 H -3.77 -19.40 -0.47
44 C -1.28 -22.92 -3.84
45 C -0.22 -21.86 -4.07
46 O -0.93 -20.73 -4.75
47 C -0.30 -19.57 -4.68
48 O 0.83 -19.36 -4.21
49 O -1.13 -18.63 -5.02
50 C -0.64 -17.29 -5.06
51 H -1.75 -22.82 -2.88
52 H -0.79 -23.87 -3.90
53 H -2.10 -22.87 -4.58
54 H 0.68 -22.23 -4.56
55 H 0.11 -21.43 -3.13
56 H 0.09 -17.26 -5.87
57 H -0.11 -17.15 -4.11
58 H -1.48 -16.63 -5.21
59 C -7.82 -17.58 0.68
60 C -7.47 -17.45 2.14
61 O -8.46 -18.11 2.91
62 C -8.51 -19.45 3.15
63 O -9.55 -19.91 3.58
64 O -7.41 -20.15 2.78
65 C -7.43 -21.54 2.98
66 H -8.06 -18.63 0.56
67 H -6.93 -17.21 0.16
68 H -8.63 -16.91 0.36
69 H -7.53 -16.42 2.47
70 H -6.46 -17.84 2.41
71 H -6.63 -21.88 2.36
72 H -8.37 -22.03 2.70
73 H -7.29 -21.79 4.04
74 C -0.23 -16.09 5.20
75 C -1.44 -16.28 4.27
76 O -1.28 -17.55 3.55
77 C -1.07 -17.52 2.23
78 O -1.16 -16.52 1.48
79 O -0.76 -18.75 1.82
80 C -0.37 -18.87 0.42
81 H -0.16 -16.94 5.89
82 H -0.46 -15.25 5.87
83 H 0.70 -15.88 4.66
84 H -1.47 -15.51 3.54
85 H -2.42 -16.34 4.76
86 H 0.65 -18.52 0.37
87 H -0.99 -18.20 -0.18
88 H -0.46 -19.91 0.14
89 C -4.46 -22.48 -5.80
90 C -5.95 -22.28 -6.02
91 O -6.51 -22.64 -4.77
92 C -7.85 -22.71 -4.64
93 O -8.71 -22.50 -5.52
94 O -8.16 -23.15 -3.37
95 C -9.49 -23.17 -2.99
96 H -4.06 -21.94 -6.66
97 H -4.14 -23.53 -5.90
98 H -4.12 -22.02 -4.90
99 H -6.41 -22.83 -6.88
100 H -6.10 -21.22 -6.15
101 H -9.60 -23.47 -1.90
102 H -10.09 -23.93 -3.50
103 H -9.98 -22.21 -3.17
104 C -7.92 -26.27 -3.43
105 C -6.50 -25.97 -3.85
106 O -5.75 -26.02 -2.64
107 C -4.51 -25.46 -2.67
108 O -3.91 -25.08 -3.67
109 O -4.00 -25.44 -1.44
110 C -2.63 -25.12 -1.30
111 H -7.85 -27.32 -3.04
112 H -8.76 -26.17 -4.13
113 H -8.18 -25.62 -2.57
114 H -6.38 -24.94 -4.23
115 H -6.10 -26.68 -4.59
116 H -2.15 -25.39 -0.35
117 H -2.39 -24.06 -1.31
118 H -2.05 -25.63 -2.06
119 C -12.79 -20.07 1.73
120 C -11.43 -20.38 1.16
121 O -11.39 -19.72 -0.17
122 C -10.28 -19.93 -0.90
123 O -9.34 -20.66 -0.52
124 O -10.30 -19.12 -1.93
125 C -9.18 -19.22 -2.81
126 H -13.60 -20.23 0.99
127 H -12.81 -19.01 1.99
128 H -12.96 -20.61 2.67
129 H -11.15 -21.44 1.07
130 H -10.63 -19.92 1.76
131 H -9.00 -20.30 -2.87
132 H -8.35 -18.67 -2.33
133 H -9.37 -18.79 -3.79

Atom charges from the Löwdin analysis, given in e for atoms 1 to 8:
1 C 0.05
2 N -0.39
3 O 0.05
4 O 0.05
5 H 0.09
6 H 0.10
7 H 0.09
8 C 0.05